Entry A
{"formula": "C19H28N2O4", "method": "ωB97M-V with the def2-TZVPD basis set", "homo_lumo_gap_ev": 8.25, "symbols": ["C", "C", "C", "H", "H", "H", "H", "O", "C", "O", "C", "C", "C", "C", "C", "C", "C", "C", "N", "H", "H", "H", "H", "O", "C", "C", "O", "H", "C", "N", "H", "C", "C", "H", "H", "H", "C", "H", "H", "H", "C", "H", "H", "H", "H", "H", "H", "H", "H", "H", "H", "H", "H"], "xyz": [[3.71343, 4.69948, 0.00111], [3.62237, 3.53929, -1.12710], [3.02559, 3.92036, -2.40565], [2.02541, 4.34300, -2.30584], [3.56607, 4.97697, -3.04988], [3.15900, 3.38485, -3.19743], [4.80590, 3.47039, -1.28192], [3.05214, 2.41778, -0.73025], [3.39923, 1.22507, -1.16555], [4.15072, 1.05944, -1.92011], [2.67290, 0.10083, -0.37992], [1.65744, 0.20046, 0.39199], [0.99358, -0.97093, 0.51836], [0.12651, -1.67180, 1.59368], [-0.04857, -3.02921, 1.36961], [0.79359, -3.67475, 0.74981], [1.61117, -3.13184, -0.16844], [1.89578, -1.78957, -0.09464], [2.70007, -1.24543, -0.81085], [3.48766, -1.33848, -1.37530], [2.36293, -3.91960, -0.87632], [0.73004, -4.80624, 0.83902], [-0.73546, -3.52577, 2.20385], [-0.51686, -0.66215, 2.45015], [-1.71247, -1.39034, 2.75790], [-2.98505, -1.45815, 1.89253], [-4.20965, -1.60780, 2.45771], [-4.38446, -1.13295, 3.08080], [-3.04008, -0.07872, 1.00963], [-3.86254, -0.55426, -0.18367], [-4.68911, -1.06132, 0.03625], [-3.91285, 0.30936, -1.47204], [-4.59120, 1.63912, -0.90135], [-3.99332, 2.31312, -0.32008], [-5.55435, 1.56518, -0.51361], [-4.67039, 2.14031, -1.69262], [-4.81834, -0.44971, -2.54313], [-4.35634, -1.19776, -2.42086], [-4.83190, 0.24195, -3.26746], [-5.64344, -0.52463, -1.90713], [-2.64529, 0.69700, -1.80472], [-2.46828, 1.21744, -2.67537], [-1.86895, 1.30064, -1.28327], [-2.04697, -0.21170, -2.12485], [-3.46547, 0.57837, 1.45535], [-2.27043, 0.13379, 0.64369], [-2.79935, -2.19989, 1.26568], [-1.84073, -1.95156, 3.52502], [-2.05875, -0.43617, 3.49728], [1.28047, 1.19236, 0.96975], [4.19118, 4.22775, 0.82225], [2.73806, 4.92873, 0.09472], [4.20214, 5.36101, -0.44174]]}

=====

Entry B
{"formula": "C19H28N2O4", "method": "ωB97M-V with the def2-TZVPD basis set", "smiles": "CC(C)OC(=O)c1cc2c(OC[C@H](O)CNC(C)(C)C)cccc2[nH]1", "homo_lumo_gap_ev": 8.48, "symbols": ["C", "C", "C", "H", "H", "H", "H", "O", "C", "O", "C", "C", "C", "C", "C", "C", "C", "C", "N", "H", "H", "H", "H", "O", "C", "C", "O", "H", "C", "N", "H", "C", "C", "H", "H", "H", "C", "H", "H", "H", "C", "H", "H", "H", "H", "H", "H", "H", "H", "H", "H", "H", "H"], "xyz": [[6.04791, 0.86015, 1.75590], [5.42010, -0.15301, 2.70178], [5.43860, 0.32171, 4.15126], [4.87885, 1.24945, 4.24579], [6.46298, 0.48788, 4.47210], [4.98757, -0.43059, 4.79381], [5.93496, -1.12031, 2.62944], [4.06303, -0.34375, 2.27180], [3.48932, -1.51386, 2.56130], [4.03564, -2.42257, 3.15149], [2.11493, -1.59151, 2.07646], [1.33350, -0.68249, 1.40316], [0.08014, -1.30193, 1.19088], [-1.10986, -0.87597, 0.56410], [-2.16922, -1.76046, 0.53101], [-2.07090, -3.03518, 1.10298], [-0.92617, -3.47827, 1.72032], [0.15314, -2.59800, 1.75991], [1.39389, -2.74243, 2.28688], [1.76872, -3.54637, 2.76343], [-0.86166, -4.46326, 2.15462], [-2.93173, -3.68468, 1.04825], [-3.10137, -1.48924, 0.06122], [-1.09160, 0.38988, 0.06304], [-2.19967, 0.87538, -0.66650], [-2.18638, 0.34840, -2.10821], [-0.97252, 0.69382, -2.73169], [-0.27735, 0.65190, -2.06215], [-3.35285, 0.93006, -2.92859], [-3.45888, 2.36182, -2.74293], [-4.18040, 2.58599, -2.06875], [-3.59356, 3.22092, -3.91451], [-3.58528, 4.65971, -3.38667], [-2.65960, 4.84724, -2.84998], [-3.66739, 5.36731, -4.20721], [-4.41868, 4.82487, -2.70642], [-2.38370, 3.01547, -4.83100], [-2.25019, 3.88009, -5.47546], [-1.49291, 2.87649, -4.22575], [-2.50517, 2.14051, -5.46393], [-4.89960, 2.97022, -4.68750], [-4.95153, 1.93939, -5.03142], [-4.95659, 3.62419, -5.55385], [-5.76192, 3.16414, -4.05120], [-4.27137, 0.39792, -2.64331], [-3.13683, 0.70062, -3.97154], [-2.28133, -0.75195, -2.09410], [-2.06890, 1.95979, -0.69851], [-3.14607, 0.64130, -0.16922], [1.62248, 0.30339, 1.10291], [5.51847, 1.80678, 1.82528], [7.09021, 1.01386, 2.01959], [5.99001, 0.50424, 0.73069]]}

=====

Computed energies relative to the best structure, in kcal/mol: entry A 461.7; entry B 0.0